Record 1
Density functional theory data (the ωB97M-V functional and the def2-TZVPD basis) for 5 unconnected molecules or ions with the total composition C15H25N2O9P at a distorted geometry.

Values from the calculation:
Structure (SMILES): N#CC[C@](C#N)(OC(=O)c1ccccc1)P(=O)(O)O.CO.CO.CO.CO
HOMO: -9.711 eV
Spin multiplicity: 1
Lowest unoccupied orbital energy: -0.41 eV

Last column: Löwdin charge in e.
Atoms and positions in Å:
N 2.881 2.040 -0.076  0.21
C 2.663 0.921 -0.209  -0.17
C 2.264 -0.482 -0.212  -0.10
C 1.278 -0.820 -1.367  -0.45
C 2.049 -0.991 -2.614  -0.17
N 2.550 -1.152 -3.634  0.22
O 0.326 0.182 -1.648  0.01
C -0.601 0.440 -0.618  -0.40
O -0.263 1.031 0.362  0.17
C -1.985 -0.011 -0.873  -0.18
C -2.356 -0.436 -2.145  -0.02
C -3.645 -0.883 -2.392  -0.05
C -4.556 -0.894 -1.345  -0.06
C -4.193 -0.442 -0.085  -0.05
C -2.910 0.004 0.168  0.00
P 0.545 -2.475 -0.962  0.50
O -0.204 -2.500 0.293  -0.21
O -0.268 -3.005 -2.233  -0.10
O 1.869 -3.371 -0.883  -0.09
H 1.868 -0.789 0.755  0.13
H 3.167 -1.074 -0.383  0.13
H -1.632 -0.423 -2.948  0.12
H -3.918 -1.223 -3.380  0.11
H -5.560 -1.257 -1.523  0.11
H -4.921 -0.448 0.716  0.11
H -2.596 0.361 1.139  0.13
H -0.166 -2.388 -2.976  0.10
H 1.611 -4.221 -0.492  0.11
C -1.532 -6.465 -2.620  -0.16
O -1.899 -5.317 -3.370  -0.13
H -2.019 -7.324 -3.075  0.08
H -0.449 -6.626 -2.644  0.07
H -1.863 -6.384 -1.581  0.08
H -1.467 -4.557 -2.968  0.02
C 3.896 4.036 3.023  -0.17
O 2.578 3.665 2.640  -0.14
H 3.822 4.663 3.909  0.07
H 4.494 3.155 3.267  0.07
H 4.391 4.605 2.231  0.08
H 2.650 3.112 1.855  0.01
C 3.029 2.521 5.989  -0.16
O 4.451 2.455 6.074  -0.13
H 2.764 3.516 5.646  0.07
H 2.646 1.790 5.273  0.08
H 2.574 2.351 6.969  0.07
H 4.689 1.576 6.377  0.07
C -2.730 4.273 -1.331  -0.14
O -2.939 2.864 -1.357  -0.12
H -3.431 4.719 -2.032  0.08
H -2.916 4.682 -0.336  0.08
H -1.713 4.528 -1.639  0.08
H -2.322 2.471 -0.734  0.04

---

Record 2
Density functional theory data (the ωB97M-V functional and the def2-TZVPD basis) for a molecular structure, C58H47BiNOP3S at a distorted geometry.

Values from the calculation:
HOMO: -6.887 eV
Spin multiplicity: 1
Energy relative to the best compared isomer or geometry (same formula, charge and spin): 31.5 kcal/mol
Lowest unoccupied orbital energy: -0.08 eV

Last column: Löwdin charge in e.
Atoms and positions in Å:
Bi 0.890 0.007 0.180  1.45
C -2.853 -1.120 2.207  -0.26
P -2.076 -1.698 0.612  0.99
C -3.540 -2.130 -0.397  -0.37
C -3.591 -1.663 -1.708  -0.13
C -4.715 -1.871 -2.497  -0.11
C -5.804 -2.557 -1.980  -0.07
C -5.767 -3.031 -0.673  -0.08
C -4.646 -2.814 0.112  -0.10
C -1.425 -3.313 1.170  -0.39
C -1.939 -4.552 0.799  -0.10
C -1.356 -5.727 1.259  -0.09
C -0.255 -5.680 2.100  -0.09
C 0.261 -4.449 2.485  -0.08
C -0.315 -3.277 2.020  -0.12
C -1.836 -0.326 2.958  -0.41
C -1.373 -0.389 4.266  -0.07
C -0.476 0.703 4.454  -0.06
C -0.449 1.361 3.239  -0.41
C 0.121 2.554 2.527  -0.22
P -0.577 2.128 0.867  0.89
C -2.329 2.495 0.594  -0.32
C -3.043 1.770 -0.354  -0.10
C -4.401 1.993 -0.525  -0.07
C -5.049 2.945 0.249  -0.08
C -4.334 3.676 1.188  -0.08
C -2.976 3.454 1.364  -0.07
C 0.103 3.497 -0.189  -0.35
C 0.023 3.365 -1.574  -0.14
C 0.492 4.360 -2.418  -0.08
C 1.058 5.512 -1.885  -0.08
C 1.129 5.668 -0.509  -0.07
C 0.643 4.673 0.330  -0.08
N -1.250 0.732 2.347  -0.13
H -3.212 -1.967 2.793  0.09
H -3.716 -0.503 1.937  0.09
H -2.735 -1.137 -2.120  0.08
H -4.735 -1.501 -3.515  0.09
H -6.683 -2.720 -2.591  0.11
H -6.615 -3.566 -0.266  0.10
H -4.636 -3.168 1.137  0.11
H -2.791 -4.609 0.133  0.09
H -1.767 -6.683 0.957  0.10
H 0.199 -6.596 2.455  0.10
H 1.118 -4.400 3.144  0.10
H 0.089 -2.322 2.337  0.07
H -1.665 -1.121 5.005  0.09
H 0.055 0.960 5.356  0.08
H 1.208 2.612 2.453  0.07
H -0.249 3.521 2.880  0.08
H -2.543 1.012 -0.947  0.08
H -4.951 1.413 -1.256  0.10
H -6.111 3.114 0.125  0.10
H -4.836 4.419 1.794  0.10
H -2.431 4.026 2.105  0.11
H -0.402 2.463 -2.005  0.09
H 0.428 4.231 -3.491  0.11
H 1.445 6.286 -2.535  0.10
H 1.583 6.559 -0.094  0.10
H 0.722 4.814 1.400  0.09
C -3.573 -2.798 -4.657  -0.13
C -2.753 -1.688 -4.784  -0.08
C -1.591 -1.581 -4.028  -0.09
C -1.237 -2.585 -3.131  -0.39
C -2.084 -3.687 -2.993  -0.12
C -3.235 -3.800 -3.756  -0.08
P 0.200 -2.469 -2.007  1.04
C 1.255 -3.894 -2.475  -0.37
C 0.961 -4.836 -3.455  -0.09
C 1.838 -5.884 -3.710  -0.08
C 3.018 -6.000 -2.993  -0.09
C 3.320 -5.064 -2.010  -0.08
C 2.440 -4.028 -1.750  -0.10
C 1.152 -1.093 -2.764  -0.45
C 1.686 -1.194 -4.052  -0.10
C 2.307 -0.110 -4.643  -0.07
C 2.399 1.093 -3.945  -0.07
C 1.903 1.189 -2.655  -0.15
C 1.272 0.099 -2.055  -0.40
H -4.474 -2.882 -5.251  0.12
H -3.013 -0.896 -5.476  0.11
H -0.963 -0.706 -4.142  0.11
H -1.838 -4.465 -2.280  0.11
H -3.876 -4.665 -3.637  0.12
H 0.050 -4.753 -4.034  0.10
H 1.595 -6.609 -4.477  0.10
H 3.700 -6.815 -3.194  0.10
H 4.237 -5.148 -1.442  0.10
H 2.675 -3.310 -0.970  0.10
H 1.610 -2.134 -4.587  0.11
H 2.719 -0.197 -5.640  0.10
H 2.874 1.953 -4.402  0.10
H 2.023 2.114 -2.108  0.06
C 5.238 9.976 -1.126  -0.07
C 4.865 8.555 -0.787  -0.75
O 3.750 8.212 -0.506  0.03
S 6.264 7.440 -0.857  1.02
C 5.475 5.903 -0.474  -0.54
C 5.043 5.640 0.822  -0.08
C 4.381 4.459 1.101  -0.02
C 4.149 3.524 0.089  -0.24
C 4.623 3.777 -1.198  -0.02
C 5.277 4.964 -1.478  -0.08
C 3.335 2.370 0.338  -0.12
C 2.540 1.462 0.437  -0.27
H 4.859 10.631 -0.343  0.09
H 4.744 10.243 -2.061  0.09
H 6.313 10.110 -1.236  0.06
H 5.211 6.371 1.602  0.11
H 4.016 4.259 2.100  0.12
H 4.451 3.047 -1.978  0.11
H 5.621 5.173 -2.483  0.11

---

Record 3
Density functional theory data (the ωB97M-V functional and the def2-TZVPD basis) for a single C13H17NO3S molecule.

Values from the calculation:
Structure (SMILES): CCOC(=O)C1CCN(C(=O)c2cccs2)CC1
HOMO: -8.928 eV
Spin multiplicity: 1
Energy relative to the best compared isomer or geometry (same formula, charge and spin): 15.8 kcal/mol
Lowest unoccupied orbital energy: 0.73 eV

Last column: Löwdin charge in e.
Atoms and positions in Å:
C 3.489 -2.788 2.609  -0.06
C 3.939 -1.401 2.175  -0.21
O 3.327 -1.018 0.941  0.00
C 2.103 -0.487 1.001  -0.47
O 1.514 -0.276 2.030  0.11
C 1.585 -0.220 -0.400  -0.22
C 0.810 1.098 -0.499  -0.10
C -0.538 1.028 0.226  -0.16
N -1.308 -0.090 -0.265  -0.05
C -2.362 -0.027 -1.110  -0.48
O -2.776 -1.003 -1.716  0.07
C -3.057 1.275 -1.257  -0.44
C -3.467 1.825 -2.436  -0.11
C -4.226 3.003 -2.266  -0.18
C -4.409 3.318 -0.959  -0.40
S -3.648 2.192 0.094  1.05
C -0.641 -1.361 -0.072  -0.12
C 0.683 -1.388 -0.833  -0.10
H 3.701 -3.514 1.827  0.08
H 2.420 -2.787 2.810  0.08
H 4.016 -3.076 3.513  0.08
H 5.013 -1.377 1.979  0.12
H 3.682 -0.662 2.941  0.12
H 2.460 -0.186 -1.057  0.15
H 1.400 1.912 -0.075  0.12
H 0.635 1.315 -1.556  0.13
H -1.079 1.960 0.071  0.08
H -0.369 0.889 1.297  0.12
H -3.223 1.396 -3.391  0.12
H -4.622 3.580 -3.081  0.10
H -4.949 4.142 -0.538  0.06
H -1.305 -2.146 -0.436  0.13
H -0.465 -1.493 1.000  0.13
H 1.190 -2.339 -0.666  0.12
H 0.477 -1.294 -1.901  0.13

---

Record 4
Density functional theory data (the ωB97M-V functional and the def2-TZVPD basis) for 3 unconnected molecules or ions with the total composition C5H10O2 at a distorted geometry.

Values from the calculation:
HOMO (alpha / beta): -7.058 / -7.151 eV
Spin multiplicity: 1
Energy relative to the best compared isomer or geometry (same formula, charge and spin): 144.4 kcal/mol
Lowest unoccupied orbital energy (alpha / beta): 0.59 / 0.69 eV

Last column: Löwdin charge in e.
Atoms and positions in Å:
O 2.219 0.365 -0.353  0.00
C 1.469 -0.516 0.379  -0.22
C 0.052 -0.284 0.484  -0.37
C -0.503 1.133 0.676  -0.11
C -1.821 1.041 -0.102  -0.18
O -1.434 0.351 -1.286  -0.09
C -0.533 -0.614 -0.934  -0.17
H 3.107 0.007 -0.458  0.11
H 0.803 -2.242 -0.365  0.09
H 2.002 -1.124 1.103  0.11
H -0.375 -0.960 1.231  0.14
H -0.635 1.388 1.732  0.12
H 0.159 1.868 0.208  0.12
H -2.253 2.001 -0.397  0.12
H -2.570 0.463 0.457  0.13
H 0.174 -0.741 -1.759  0.10
H 0.004 -2.239 -0.620  0.08

---

Record 5
Density functional theory data (the ωB97M-V functional and the def2-TZVPD basis) for a single C5H5NO2 molecule at a distorted geometry.

Values from the calculation:
Structure (SMILES): CC(=O)c1ncco1
HOMO: -9.924 eV
Spin multiplicity: 1
Energy relative to the best compared isomer or geometry (same formula, charge and spin): 50.9 kcal/mol
Lowest unoccupied orbital energy: 0.05 eV

Last column: Löwdin charge in e.
Atoms and positions in Å:
C 1.561 -0.686 1.662  0.01
C 1.250 0.226 0.572  -0.36
O 2.012 1.179 0.302  0.09
C -0.040 0.113 -0.110  -0.36
N -0.667 1.041 -0.775  0.17
C -1.850 0.415 -1.265  -0.08
C -1.842 -0.859 -0.782  -0.07
O -0.685 -1.008 -0.022  0.04
H 2.447 -0.344 1.894  0.03
H 0.760 -0.767 2.470  0.14
H 1.493 -1.725 1.261  0.11
H -2.570 0.814 -1.949  0.10
H -2.552 -1.883 -0.950  0.19

---

Record 6
Density functional theory data (the ωB97M-V functional and the def2-TZVPD basis) for 2 unconnected molecules or ions with the total composition C4H12NO3 at a distorted geometry.

Values from the calculation:
HOMO (alpha / beta): -18.430 / -18.420 eV
Spin multiplicity: 2
Expectation value of S²: 0.754
Total charge: +2
Energy relative to the best compared isomer or geometry (same formula, charge and spin): 35.7 kcal/mol
Lowest unoccupied orbital energy (alpha / beta): -7.56 / -13.78 eV

Last column: Löwdin charge in e.
Atoms and positions in Å:
O 2.208 -1.864 0.750  0.14
C 1.247 -1.465 1.341  -0.17
C 0.666 -0.105 1.024  -0.21
C -0.820 -0.343 0.627  -0.06
C -1.539 0.771 -0.168  -0.12
O -1.526 1.900 0.605  0.25
N 1.549 0.498 -0.023  0.25
H 0.767 -2.138 2.070  0.17
H 0.592 0.481 1.938  0.17
H -1.380 -0.478 1.552  0.16
H -0.980 -1.243 0.040  0.14
H -2.466 0.596 -0.720  0.18
H -0.820 1.089 -0.995  0.19
H -2.266 2.552 0.557  0.21
H 2.486 0.629 0.385  0.20
H 1.579 -0.242 -0.727  0.14
H 1.222 1.336 -0.495  0.17
H 0.160 -0.031 -2.897  0.09
H -0.585 -1.306 -2.685  0.11
O -0.095 -0.636 -2.180  -0.02

---

Record 7
Density functional theory data (the ωB97M-V functional and the def2-TZVPD basis) for a molecular structure, C5H4BiNO5 at a distorted geometry.

Values from the calculation:
HOMO: -17.565 eV
Spin multiplicity: 1
Total charge: +2
Energy relative to the best compared isomer or geometry (same formula, charge and spin): 0.0 kcal/mol
Lowest unoccupied orbital energy: -10.34 eV

Last column: Löwdin charge in e.
Atoms and positions in Å:
O 0.756 3.031 -5.707  0.02
C 0.293 2.734 -4.699  -0.02
Bi 0.252 0.057 -0.454  1.55
O 3.169 -1.747 -1.009  0.24
C 2.213 -1.109 -0.878  -0.09
C -2.614 0.333 2.748  0.06
O -3.443 1.096 2.560  0.10
C -1.296 -1.813 -1.163  -0.05
O -1.834 -2.790 -1.451  0.20
C 1.324 1.805 1.059  -0.06
O 1.958 2.399 1.802  0.20
H -0.323 1.152 -1.624  -0.12
N -0.074 -1.171 1.969  -0.08
H 0.729 -1.011 2.581  0.06
H -0.178 -2.191 1.860  0.06
H -0.933 -0.776 2.405  -0.07

---

Record 8
Density functional theory data (the ωB97M-V functional and the def2-TZVPD basis) for a molecular structure, C6H9NO at a distorted geometry.

Values from the calculation:
HOMO: -8.707 eV
Spin multiplicity: 1
Energy relative to the best compared isomer or geometry (same formula, charge and spin): 155.7 kcal/mol
Lowest unoccupied orbital energy: 0.38 eV

Last column: Löwdin charge in e.
Atoms and positions in Å:
C -0.462 -0.896 -0.013  -0.45
C 0.188 0.004 1.028  -0.24
C -0.609 1.158 0.777  -0.11
C -0.651 1.292 -0.517  -0.09
C 0.055 0.045 -0.981  -0.19
C 1.330 0.110 0.001  -0.32
H -1.903 -2.337 -0.289  0.19
H -2.498 -0.462 -0.546  0.12
H 0.220 -1.699 0.233  0.15
H 0.425 -0.339 2.011  0.14
H -0.854 1.574 1.856  0.17
H -1.092 2.235 -1.119  0.16
H 0.178 -0.086 -2.056  0.14
H 1.725 1.124 -0.246  0.14
H 3.350 0.034 -0.355  0.24
N -1.890 -1.127 0.140  0.01
O 2.487 -0.632 0.079  -0.07